The following is a quantum chemistry calculation of a molecular structure, C33H40N2O10PTi in a non-equilibrium geometry, from OMol25.

Last column: natural (NBO) charge in e.
Positions of all 87 atoms, in Å:
Ti: -0.6296 0.6908 -0.2689  1.9014
O: 2.8119 -1.0602 -1.5691  -0.7165
C: 2.6595 -2.2099 -2.3671  -0.0626
C: 1.3047 -2.2981 -3.0670  -0.2302
N: 0.1935 -2.0158 -2.1811  -0.4515
C: -0.9927 -1.5239 -2.8604  -0.3331
C: -0.9024 -0.0157 -3.1303  0.8112
O: -1.1871 0.4648 -4.1956  -0.5787
O: -0.4743 0.6826 -2.0855  -0.7693
C: -0.0631 -2.9466 -1.1054  -0.3277
C: -0.6004 -2.1704 0.1089  0.8146
O: -1.4272 -2.6261 0.8494  -0.5674
O: -0.0345 -0.9695 0.2327  -0.7843
H: 2.0690 -1.0190 -0.9520  0.4894
H: 2.8359 -3.1200 -1.7758  0.1421
H: 3.4362 -2.1671 -3.1319  0.1795
H: 1.2250 -3.2962 -3.5313  0.1614
H: 1.2728 -1.5536 -3.8651  0.2072
H: -1.8628 -1.6497 -2.2088  0.2400
H: -1.1833 -2.0501 -3.8000  0.1995
H: 0.8745 -3.4229 -0.8077  0.2175
H: -0.7901 -3.7250 -1.3575  0.1985
C: 3.6315 -2.7131 2.9839  -0.6089
C: 2.2674 -2.1077 3.3347  -0.5082
C: 1.1716 -3.1099 2.9502  -0.6194
P: 2.1022 -0.4639 2.4424  0.8496
C: 3.2715 0.5276 3.5374  -0.4904
C: 2.7944 0.8266 4.9555  -0.6128
C: 3.6863 1.8131 2.8118  -0.6074
C: 0.4330 0.1155 3.0109  -0.3529
C: -0.2220 -0.3818 4.1253  -0.1543
C: -1.5182 0.0068 4.4686  -0.0257
C: -2.2010 -0.5969 5.6683  -0.6279
C: -2.1669 0.9251 3.6620  -0.1988
C: -1.5356 1.4643 2.5528  -0.2364
C: -0.2405 1.0894 2.2179  0.1919
N: 0.4338 1.6262 1.0774  -0.7638
C: 0.6853 3.0188 0.9659  0.2456
C: 0.4861 3.9805 1.9851  -0.0770
C: 0.2029 3.6930 3.4466  -0.6200
C: 0.6065 5.3352 1.6775  -0.2060
C: 0.9859 5.8010 0.4345  -0.0392
C: 1.0186 7.2715 0.1079  -0.6184
C: 1.3588 4.8441 -0.4947  -0.2000
C: 1.2423 3.4868 -0.2475  -0.0398
C: 1.7731 2.5502 -1.3017  -0.6346
H: 3.7105 -3.7258 3.3902  0.2032
H: 4.4666 -2.1294 3.3749  0.2016
H: 3.7496 -2.7724 1.8976  0.2116
H: 2.2349 -1.9320 4.4146  0.1961
H: 1.4001 -3.5727 1.9849  0.1995
H: 0.1834 -2.6615 2.8595  0.2387
H: 1.1148 -3.9115 3.6926  0.2028
H: 4.1558 -0.1121 3.6053  0.2089
H: 1.8872 1.4257 4.9494  0.2112
H: 3.5638 1.3898 5.4941  0.2021
H: 2.5905 -0.0849 5.5228  0.1999
H: 2.8540 2.5159 2.7440  0.2134
H: 4.0193 1.5960 1.7943  0.2202
H: 4.5034 2.3098 3.3455  0.1958
H: 0.2853 -1.0896 4.7723  0.1945
H: -2.6393 -1.5633 5.4080  0.2228
H: -3.0036 0.0465 6.0296  0.2122
H: -1.4919 -0.7610 6.4812  0.2089
H: -3.1739 1.2405 3.9119  0.2089
H: -2.0441 2.2073 1.9512  0.2391
H: 0.5670 2.7251 3.7657  0.2102
H: -0.8643 3.7304 3.6756  0.2173
H: 0.6969 4.4549 4.0522  0.2071
H: 0.3953 6.0523 2.4667  0.1921
H: 1.0409 7.8770 1.0152  0.2047
H: 0.1306 7.5547 -0.4623  0.2178
H: 1.8931 7.5221 -0.4960  0.2064
H: 1.7587 5.1604 -1.4552  0.1967
H: 2.6967 2.9573 -1.7151  0.2171
H: 1.0751 2.4422 -2.1287  0.2445
H: 2.0005 1.5635 -0.9008  0.2262
O: -6.3151 2.4362 -1.3537  -0.4805
C: -5.1970 2.1137 -1.0785  0.3987
C: -3.9898 3.0538 -0.9610  0.4018
O: -4.0044 4.2487 -1.1084  -0.5126
C: -2.8722 2.1614 -0.6316  0.2262
C: -3.2973 0.8530 -0.4880  0.2326
O: -2.3848 -0.0301 -0.1410  -0.7195
C: -4.7150 0.6882 -0.7827  0.3763
O: -5.3903 -0.3118 -0.8140  -0.5290
O: -1.6151 2.3945 -0.4350  -0.7116

Calculated values
Energy above the lowest of the compared OMol25 structures with the same formula, charge and spin = 21.6 kcal per mole
E = -3334.4843 Eh
E_HOMO = -5.19 eV
Total charge = -1
F_max = 0.029 Eh/bohr
Kohn-Sham gap = 7.509 eV

The following is a quantum chemistry calculation of a single C4H5NO molecule, from OMol25.

Last column: natural (NBO) charge in e.
Positions of all 11 atoms, in Å:
O: 0.7764 -0.6435 -1.6840  -0.5276
C: -0.3849 -0.4220 -1.4326  0.4534
C: -0.9147 -0.0298 -0.0727  -0.5500
C: 0.1173 0.0154 1.0331  -0.1530
C: 1.4908 0.3879 0.7830  0.0881
N: 0.8316 1.3369 1.2686  -0.3152
H: -1.1545 -0.4956 -2.2309  0.1101
H: -1.3930 0.9553 -0.1810  0.2460
H: -1.7292 -0.7223 0.1757  0.2382
H: -0.1227 -0.5544 1.9299  0.1871
H: 2.4829 0.1722 0.4109  0.2228

Calculated values
Energy above the lowest of the compared OMol25 structures with the same formula, charge and spin = 56.0 kcal per mole
E = -285.3253 Eh
E_HOMO = -9.94 eV
F_max = 0.011 Eh/bohr
SMILES = O=CC[C@H]1C=N1
Kohn-Sham gap = 10.950 eV

The following is a quantum chemistry calculation of 2 unconnected molecules or ions with the total composition C5H13N3O2 in a non-equilibrium geometry, from OMol25.

Last column: natural (NBO) charge in e.
Positions of all 23 atoms, in Å:
C: 1.7695 -0.2869 -1.2591  -0.6645
C: 1.8563 -0.6116 0.2424  -0.2413
N: 0.9204 -1.6501 0.7241  -0.5087
C: -0.1333 -2.0329 0.1727  0.5476
N: -0.9043 -1.2844 -0.6935  -0.8637
N: -0.7904 -3.2161 0.5476  -0.8649
H: 1.2029 0.6293 -1.4165  0.2293
H: 1.4575 -1.1369 -1.8537  0.2073
H: 2.7502 0.0382 -1.6160  0.2137
H: 2.8102 -1.0859 0.4545  0.2049
H: 1.5787 0.2772 0.7985  0.1931
H: -0.5216 -0.3707 -0.8737  0.3885
H: -1.2994 -1.7348 -1.5014  0.3833
H: -1.7789 -3.0776 0.6583  0.3798
H: -0.4153 -4.0926 0.2481  0.3932
C: -1.8611 1.8977 0.7912  -0.7262
C: -0.6697 2.6705 0.2844  0.8057
O: 0.0486 2.4356 -0.6517  -0.6110
O: -0.3069 3.5833 1.2253  -0.6953
H: -2.4074 2.5396 1.4666  0.2410
H: -1.4615 1.0172 1.2962  0.2566
H: -2.3909 1.5224 -0.0485  0.2369
H: 0.5463 3.9695 1.0042  0.4946

Calculated values
Energy above the lowest of the compared OMol25 structures with the same formula, charge and spin = 24.6 kcal per mole
E = -513.0561 Eh
E_HOMO = -8.75 eV
F_max = 0.044 Eh/bohr
SMILES = CCN=C(N)N.CC(=O)O
Kohn-Sham gap = 9.426 eV

The following is a quantum chemistry calculation of a single C12H26N4O3 molecule in a non-equilibrium geometry, from OMol25.

Last column: natural (NBO) charge in e.
Positions of all 45 atoms, in Å:
N: 3.8049 -1.2531 -1.4788  -0.8564
C: 4.9979 -1.2863 -0.6560  -0.2160
C: 4.9573 -0.3400 0.5470  -0.4365
C: 3.8305 -0.6776 1.6245  -0.4131
C: 2.7885 0.4621 1.7308  -0.3964
C: 1.8277 0.6517 0.5173  -0.1761
N: 1.2743 -0.6145 0.0068  -0.6518
C: -0.0905 -0.8103 -0.2075  0.6965
O: -0.4625 -1.8640 -0.7032  -0.6191
C: -1.1454 0.2160 0.2246  -0.1358
N: -0.8037 1.3806 -0.6011  -0.8282
C: -2.6067 -0.3994 0.0550  -0.4138
C: -3.6166 0.6149 0.6043  -0.3939
C: -5.0186 0.6312 -0.0856  -0.4032
C: -5.8341 -0.5839 0.1186  -0.2269
N: -7.2083 -0.5157 -0.4082  -0.8157
C: 2.5052 1.4515 -0.5568  0.8034
O: 3.4121 2.2625 -0.4193  -0.6221
O: 2.0112 1.1963 -1.7875  -0.6910
H: 3.9458 -0.5228 -2.1805  0.3659
H: 3.7994 -2.1490 -1.9820  0.3715
H: 5.2367 -2.3134 -0.3182  0.1835
H: 5.9093 -1.0113 -1.2422  0.1692
H: 5.8736 -0.2585 1.1045  0.2126
H: 4.8263 0.6534 0.0750  0.2240
H: 3.2392 -1.5497 1.2381  0.2124
H: 4.2724 -0.9801 2.6008  0.2162
H: 2.1060 0.1590 2.5919  0.2048
H: 3.1710 1.4561 2.1154  0.2295
H: 1.0722 1.4488 0.7770  0.2729
H: 1.8535 -1.1640 -0.6450  0.4501
H: -0.9880 0.5544 1.2214  0.1985
H: -1.4073 2.1977 -0.3279  0.3569
H: -1.1735 1.1471 -1.5398  0.3579
H: -2.6731 -1.2824 0.6594  0.2213
H: -2.6966 -0.6837 -0.9689  0.2150
H: -3.6662 0.4496 1.6859  0.2050
H: -3.1966 1.6541 0.5012  0.1833
H: -4.9642 0.8338 -1.1653  0.1976
H: -5.5302 1.5182 0.4057  0.1903
H: -5.3458 -1.4238 -0.3456  0.1878
H: -5.8934 -0.8277 1.1916  0.1782
H: -7.5237 0.3888 -0.1727  0.3452
H: -7.1875 -0.6680 -1.3651  0.3496
H: 2.3176 1.8516 -2.4398  0.4967

Calculated values
Energy above the lowest of the compared OMol25 structures with the same formula, charge and spin = 23.0 kcal per mole
E = -917.5791 Eh
E_HOMO = -9.28 eV
F_max = 0.052 Eh/bohr
SMILES = NCCCC[C@H](NC(=O)[C@@H](N)CCCCN)C(=O)O
Kohn-Sham gap = 9.901 eV

The following is a quantum chemistry calculation of a molecular structure, C2H5NO3 in a non-equilibrium geometry, from OMol25.

Last column: natural (NBO) charge in e.
Positions of all 11 atoms, in Å:
C: -1.1729 -0.2837 0.2280  0.4365
C: 0.6169 0.4514 0.3636  0.0213
O: 2.8235 0.5936 0.1935  -0.7788
O: -2.0260 0.7551 0.0912  -0.6824
O: -1.2003 -1.1312 -0.8283  -0.6979
N: 1.2832 -0.5063 0.1010  -0.1255
H: 3.3321 0.3134 -0.5810  0.4466
H: -2.0450 1.0361 -0.8362  0.4882
H: -0.9439 -2.0211 -0.5428  0.5001
H: -1.2664 -0.7152 1.2260  0.1610
H: 0.5989 1.5080 0.5850  0.2308

Calculated values
Energy above the lowest of the compared OMol25 structures with the same formula, charge and spin = 127.4 kcal per mole
E = -359.5063 Eh
E_HOMO (spin up / spin down) = -8.80 / -8.81 eV
F_max = 0.111 Eh/bohr
Kohn-Sham gap (spin up / spin down) = 8.855 / 8.867 eV

Which of these has the lowest energy above the lowest of the compared OMol25 structures with the same formula, charge and spin?
C33H40N2O10PTi

Which of these has the highest F_max?
C2H5NO3

Which value of energy above the lowest of the compared OMol25 structures with the same formula, charge and spin does entry 1 give?
21.6 kcal per mole